# 1
Here is 2 unconnected molecules or ions with the total composition C18H26N6O6 in a non-equilibrium geometry from the OMol25 dataset. Energies are from ωB97M-V/def2-TZVPD.

Structure (ORCA input):
```
! RIJCOSX wB97M-V def2-TZVPD def2/J DEFGRID3
* xyz 0 1
O 0.26 -4.31 -4.12
O -2.95 1.68 3.44
O -3.58 -3.27 -4.23
N 3.34 4.23 4.29
N 1.69 4.64 2.73
O -2.57 2.60 5.47
O 2.10 3.45 6.06
O 2.37 1.64 -0.49
C 0.37 -4.12 -2.92
C -2.19 2.23 4.22
C -2.72 -3.80 -3.53
C 2.19 3.92 4.79
C 1.14 4.17 3.82
C 0.42 0.24 -0.44
C 1.54 0.72 -2.55
C -0.54 -0.53 -1.12
C 0.59 -0.07 -3.23
C 1.46 0.88 -1.15
C -0.46 -0.69 -2.52
N 3.02 4.65 3.04
N -2.57 -5.13 -3.49
N -0.49 2.19 2.34
N -0.57 -3.57 -2.16
C 1.64 -4.54 -2.21
C 4.03 5.12 2.09
C -3.39 -6.07 -4.25
C -0.33 3.95 4.04
C -0.73 2.49 3.78
C -1.47 -1.55 -3.27
C -1.80 -2.92 -2.64
H -3.50 2.34 5.55
H 3.01 3.43 6.39
H 2.10 1.79 0.42
H 0.36 0.36 0.63
H 2.34 1.21 -3.09
H -1.35 -0.98 -0.57
H 0.66 -0.19 -4.30
H -1.78 -5.49 -2.98
H -0.51 3.05 1.79
H -1.22 1.54 2.01
H -0.34 -3.45 -1.18
H 2.32 -4.99 -2.94
H 2.11 -3.67 -1.77
H 1.40 -5.27 -1.43
H 3.67 5.04 1.06
H 4.97 4.57 2.23
H 4.25 6.17 2.29
H -3.19 -7.09 -3.93
H -3.15 -5.98 -5.32
H -4.45 -5.84 -4.11
H -0.57 4.22 5.07
H -0.90 4.61 3.38
H -0.10 1.83 4.39
H -1.09 -1.73 -4.28
H -2.39 -0.98 -3.37
H -2.40 -2.72 -1.76
*
```

Properties
**Lowest unoccupied orbital energy**: 0.0156 Ha
**SMILES**: CNC(=O)[C@H](Cc1ccc(O)cc1)NC(C)=O.Cn1nc(O)c(C[C@H](N)C(=O)O)n1

Computed Löwdin charges, given in elementary charges: atom 1 (O): 0.059, atom 2 (O): 0.080, atom 3 (O): 0.056, atom 4 (N): 0.166, atom 5 (N): 0.167, atom 6 (O): 0.114, atom 7 (O): 0.071, atom 8 (O): 0.043, atom 9 (C): -0.568, atom 10 (C): -0.444, atom 11 (C): -0.458, atom 12 (C): -0.357, atom 13 (C): -0.238, atom 14 (C): -0.019, atom 15 (C): -0.002, atom 16 (C): -0.038, atom 17 (C): -0.021, atom 18 (C): -0.316, atom 19 (C): -0.220, atom 20 (N): -0.238, atom 21 (N): 0.020, atom 22 (N): 0.060, atom 23 (N): 0.095, atom 24 (C): 0.005, atom 25 (C): -0.019, atom 26 (C): -0.052, atom 27 (C): -0.092, atom 28 (C): -0.277, atom 29 (C): -0.095, atom 30 (C): -0.184, atom 31 (H): 0.130, atom 32 (H): 0.115, atom 33 (H): 0.092, atom 34 (H): 0.082, atom 35 (H): 0.109, atom 36 (H): 0.105, atom 37 (H): 0.111, atom 38 (H): 0.119, atom 39 (H): 0.081, atom 40 (H): 0.072, atom 41 (H): 0.139, atom 42 (H): 0.086, atom 43 (H): 0.083, atom 44 (H): 0.080, atom 45 (H): 0.085, atom 46 (H): 0.083, atom 47 (H): 0.079, atom 48 (H): 0.082, atom 49 (H): 0.089, atom 50 (H): 0.085, atom 51 (H): 0.123, atom 52 (H): 0.130, atom 53 (H): 0.151, atom 54 (H): 0.120, atom 55 (H): 0.125, atom 56 (H): 0.146

# 2
Here is a molecular structure, C18H27As4O8S5Se2TcTe2 in a non-equilibrium geometry from the OMol25 dataset. Energies are from ωB97M-V/def2-TZVPD.

Structure (ORCA input):
```
! RIJCOSX wB97M-V def2-TZVPD def2/J DEFGRID3
* xyz 1 2
Tc 1.18 0.77 0.99
Se 4.55 1.28 0.54
Te 6.25 0.36 2.22
Te 5.51 2.46 3.81
Se 4.50 3.38 1.66
S 1.14 5.63 -2.55
As 0.25 5.14 -0.83
S 0.37 1.90 -0.93
S 1.71 3.04 0.06
S -1.15 3.15 -1.39
S 2.86 -0.60 3.64
C 2.14 0.03 2.44
C -3.59 -2.77 0.85
O -3.38 -1.38 1.14
C -2.45 -0.68 0.50
O -2.27 0.47 0.81
C -1.50 -1.36 -0.47
C -1.79 -1.59 -1.75
As -0.53 -2.03 -3.25
C 0.25 -3.66 -2.50
C 0.73 -0.71 -2.47
C 1.42 -1.09 -1.24
As 0.35 -1.38 0.28
C 0.34 -3.12 1.13
C 2.86 -1.04 -1.06
O 3.67 -0.47 -1.74
O 3.24 -1.78 0.05
C 4.63 -2.12 0.14
C 0.65 0.53 -2.98
O 1.18 1.65 -2.33
O -0.05 0.84 -4.07
C 0.25 2.07 -4.75
C -3.18 -1.32 -2.31
O -3.52 -1.70 -3.39
O -3.96 -0.61 -1.49
C -5.27 -0.29 -2.00
H -4.27 -2.87 0.01
H -4.03 -3.21 1.73
H -2.65 -3.28 0.62
H -0.53 -4.42 -2.44
H 0.70 -3.51 -1.52
H 1.02 -4.02 -3.19
H -0.14 -3.86 0.51
H -0.20 -3.01 2.07
H 1.37 -3.39 1.34
H 4.88 -2.18 1.19
H 5.24 -1.37 -0.36
H 4.80 -3.08 -0.34
H -0.26 2.01 -5.70
H 1.33 2.17 -4.91
H -0.11 2.93 -4.19
H -5.74 0.31 -1.23
H -5.83 -1.20 -2.19
H -5.18 0.28 -2.92
C 0.93 2.82 3.91
As -0.22 1.81 2.72
C -1.11 0.61 3.94
C -1.58 3.14 2.37
H 0.35 3.35 4.66
H 1.51 3.54 3.33
H 1.64 2.14 4.39
H -1.47 1.15 4.81
H -0.40 -0.16 4.25
H -1.95 0.13 3.43
H -1.98 3.43 3.34
H -2.37 2.72 1.75
H -1.15 4.01 1.89
*
```

Properties
**Lowest unoccupied orbital energy (alpha / beta)**: -0.1550 / -0.1581 Ha
**Expectation value of S²**: 0.763
**Energy above the lowest of the compared OMol25 structures with the same formula, charge and spin**: 78.24 kJ/mol

Computed Löwdin charges, given in elementary charges: atom 1 (Tc): 0.394, atom 2 (Se): 0.002, atom 3 (Te): 0.352, atom 4 (Te): 0.270, atom 5 (Se): -0.121, atom 6 (S): 0.030, atom 7 (As): 0.356, atom 8 (S): 0.150, atom 9 (S): 0.060, atom 10 (S): 0.218, atom 11 (S): 0.680, atom 12 (C): -0.985, atom 13 (C): -0.007, atom 14 (O): -0.003, atom 15 (C): -0.557, atom 16 (O): 0.029, atom 17 (C): -0.243, atom 18 (C): -0.249, atom 19 (As): 1.354, atom 20 (C): -0.302, atom 21 (C): -0.371, atom 22 (C): -0.382, atom 23 (As): 1.209, atom 24 (C): -0.224, atom 25 (C): -0.621, atom 26 (O): 0.028, atom 27 (O): -0.173, atom 28 (C): -0.101, atom 29 (C): -0.475, atom 30 (O): -0.360, atom 31 (O): -0.086, atom 32 (C): -0.014, atom 33 (C): -0.533, atom 34 (O): 0.095, atom 35 (O): -0.061, atom 36 (C): 0.003, atom 37 (H): 0.099, atom 38 (H): 0.102, atom 39 (H): 0.080, atom 40 (H): 0.031, atom 41 (H): -0.019, atom 42 (H): 0.030, atom 43 (H): 0.028, atom 44 (H): 0.038, atom 45 (H): 0.035, atom 46 (H): 0.047, atom 47 (H): 0.057, atom 48 (H): 0.103, atom 49 (H): 0.103, atom 50 (H): 0.108, atom 51 (H): 0.052, atom 52 (H): 0.101, atom 53 (H): 0.102, atom 54 (H): 0.101, atom 55 (C): -0.269, atom 56 (As): 1.007, atom 57 (C): -0.247, atom 58 (C): -0.264, atom 59 (H): 0.043, atom 60 (H): 0.011, atom 61 (H): 0.011, atom 62 (H): 0.043, atom 63 (H): 0.021, atom 64 (H): 0.024, atom 65 (H): 0.042, atom 66 (H): 0.016, atom 67 (H): 0.006

# 3
Here is a molecular structure, C18H27AsNO4Si2Tl from the OMol25 dataset. Energies are from ωB97M-V/def2-TZVPD.

Structure (ORCA input):
```
! RIJCOSX wB97M-V def2-TZVPD def2/J DEFGRID3
* xyz 0 1
Tl 0.79 0.56 -0.61
O -3.02 3.56 -0.19
C -1.89 2.85 -0.24
O -1.73 1.93 -1.00
C -0.87 3.31 0.75
C -1.11 4.32 1.67
C -0.09 4.64 2.56
C 1.11 3.95 2.50
C 1.26 2.95 1.54
N 0.29 2.65 0.69
C 2.57 2.16 1.47
O 3.48 2.53 2.19
O 2.58 1.16 0.67
H -3.63 3.18 -0.84
H -2.06 4.83 1.68
H -0.24 5.42 3.29
H 1.94 4.16 3.16
C 0.88 2.52 -2.82
C 1.75 1.39 -2.46
C 1.48 0.38 -3.50
C 0.50 0.84 -4.32
C 0.14 2.17 -3.90
H 0.86 3.46 -2.28
H 2.76 1.57 -2.11
H 2.00 -0.57 -3.58
H 0.07 0.31 -5.15
H -0.62 2.78 -4.37
C -0.34 -3.24 3.15
Si 0.74 -2.16 2.06
C 1.77 -1.04 3.13
C 1.86 -3.25 1.01
As -0.79 -0.83 0.82
Si -1.51 -2.31 -0.88
C -2.27 -3.82 -0.06
C -2.82 -1.37 -1.85
C -0.17 -2.86 -2.07
H 0.28 -3.87 3.79
H -1.00 -3.90 2.58
H -0.96 -2.62 3.80
H 2.40 -1.64 3.80
H 1.14 -0.41 3.76
H 2.43 -0.39 2.55
H 2.54 -3.80 1.67
H 2.47 -2.66 0.32
H 1.30 -3.99 0.43
H -3.00 -3.53 0.70
H -1.52 -4.44 0.42
H -2.79 -4.43 -0.80
H -3.61 -1.01 -1.19
H -3.27 -2.03 -2.60
H -2.39 -0.51 -2.36
H 0.66 -3.37 -1.58
H 0.24 -2.00 -2.62
H -0.59 -3.54 -2.81
*
```

Properties
**Lowest unoccupied orbital energy**: -0.0151 Ha
**Energy above the lowest of the compared OMol25 structures with the same formula, charge and spin**: 0.00 kJ/mol

Computed Löwdin charges, given in elementary charges: atom 1 (Tl): 0.816, atom 2 (O): 0.129, atom 3 (C): -0.461, atom 4 (O): 0.041, atom 5 (C): -0.178, atom 6 (C): 0.022, atom 7 (C): -0.019, atom 8 (C): 0.032, atom 9 (C): -0.147, atom 10 (N): 0.108, atom 11 (C): -0.616, atom 12 (O): 0.061, atom 13 (O): -0.163, atom 14 (H): 0.140, atom 15 (H): 0.121, atom 16 (H): 0.115, atom 17 (H): 0.125, atom 18 (C): -0.167, atom 19 (C): -0.335, atom 20 (C): -0.179, atom 21 (C): -0.111, atom 22 (C): -0.111, atom 23 (H): 0.101, atom 24 (H): 0.101, atom 25 (H): 0.098, atom 26 (H): 0.098, atom 27 (H): 0.099, atom 28 (C): -0.227, atom 29 (Si): 0.220, atom 30 (C): -0.212, atom 31 (C): -0.215, atom 32 (As): 0.737, atom 33 (Si): 0.204, atom 34 (C): -0.227, atom 35 (C): -0.226, atom 36 (C): -0.208, atom 37 (H): 0.033, atom 38 (H): 0.005, atom 39 (H): 0.029, atom 40 (H): 0.037, atom 41 (H): 0.035, atom 42 (H): 0.013, atom 43 (H): 0.034, atom 44 (H): 0.032, atom 45 (H): 0.012, atom 46 (H): 0.031, atom 47 (H): 0.014, atom 48 (H): 0.031, atom 49 (H): 0.029, atom 50 (H): 0.032, atom 51 (H): 0.019, atom 52 (H): 0.011, atom 53 (H): -0.001, atom 54 (H): 0.038

# 4
Here is 2 unconnected molecules or ions with the total composition C18H27BN in a non-equilibrium geometry from the OMol25 dataset. Energies are from ωB97M-V/def2-TZVPD.

Structure (ORCA input):
```
! RIJCOSX wB97M-V def2-TZVPD def2/J DEFGRID3
* xyz 1 1
C -0.84 -0.87 2.01
C 0.23 -1.83 1.67
C 1.61 -1.74 1.89
C 2.40 -2.95 1.88
C 1.76 -4.30 1.85
C 3.79 -2.89 1.97
C 4.47 -1.67 2.10
C 5.96 -1.63 2.09
C 3.70 -0.51 2.25
C 2.31 -0.51 2.18
C 1.60 0.78 2.45
H -1.78 -1.44 2.05
H -0.71 -0.38 2.99
H -0.98 -0.10 1.24
H -0.16 -2.76 1.20
H 2.54 -5.05 1.70
H 1.25 -4.54 2.80
H 1.03 -4.39 1.04
H 4.36 -3.82 1.95
H 6.31 -0.60 2.22
H 6.38 -2.25 2.89
H 6.37 -2.02 1.15
H 4.21 0.44 2.46
H 2.34 1.55 2.68
H 1.02 1.13 1.59
H 0.93 0.72 3.32
C -2.06 3.12 -4.67
C -2.96 2.67 -3.55
N -2.50 1.87 -2.56
B -0.99 1.37 -2.53
H -0.70 0.66 -1.54
C -3.33 1.47 -1.57
C -2.80 0.59 -0.48
C -4.65 1.88 -1.54
C -5.15 2.71 -2.54
C -4.28 3.10 -3.55
H -2.66 3.76 -5.33
H -1.21 3.72 -4.31
H -1.68 2.28 -5.27
H -0.79 0.72 -3.53
H -0.27 2.35 -2.50
H -3.64 0.34 0.18
H -2.38 -0.35 -0.85
H -2.05 1.11 0.13
H -5.25 1.53 -0.72
H -6.18 3.04 -2.53
H -4.59 3.74 -4.37
*
```

Properties
**Lowest unoccupied orbital energy**: -0.2029 Ha
**Energy above the lowest of the compared OMol25 structures with the same formula, charge and spin**: 43.30 kJ/mol

Computed Löwdin charges, given in elementary charges: atom 1 (C): -0.046, atom 2 (C): 0.080, atom 3 (C): -0.106, atom 4 (C): -0.164, atom 5 (C): -0.027, atom 6 (C): 0.020, atom 7 (C): -0.192, atom 8 (C): -0.011, atom 9 (C): 0.025, atom 10 (C): -0.138, atom 11 (C): -0.023, atom 12 (H): 0.105, atom 13 (H): 0.097, atom 14 (H): 0.074, atom 15 (H): 0.132, atom 16 (H): 0.091, atom 17 (H): 0.111, atom 18 (H): 0.088, atom 19 (H): 0.137, atom 20 (H): 0.088, atom 21 (H): 0.105, atom 22 (H): 0.108, atom 23 (H): 0.132, atom 24 (H): 0.093, atom 25 (H): 0.104, atom 26 (H): 0.094, atom 27 (C): -0.025, atom 28 (C): -0.231, atom 29 (N): 0.045, atom 30 (B): -0.337, atom 31 (H): 0.007, atom 32 (C): -0.238, atom 33 (C): -0.076, atom 34 (C): -0.013, atom 35 (C): -0.020, atom 36 (C): -0.005, atom 37 (H): 0.080, atom 38 (H): 0.094, atom 39 (H): 0.096, atom 40 (H): 0.027, atom 41 (H): 0.024, atom 42 (H): 0.083, atom 43 (H): 0.087, atom 44 (H): 0.073, atom 45 (H): 0.115, atom 46 (H): 0.118, atom 47 (H): 0.119